Computed, not measured: a cluster of 4 separate species, C18H39BF2O12P3 in total at a distorted geometry, with the ωB97M-V functional and the def2-TZVPD basis.

Computed properties:
Net charge: -1
Orbital gap (eV): 4.00
LUMO level (eV): -0.74
Maximum force (eV/A): 8.36
Calculated total energy (eV): -77847.265
Highest occupied orbital energy (eV): -4.7

Each line ends with the Mulliken charge.
CARTESIAN COORDINATES (ANGSTROEM)
F  1.25161  1.21297  -5.88675  -0.362
C  0.06950  0.86538  -5.19036  -0.183
C  0.39303  0.00266  -3.96340  -0.176
B  -0.03210  -1.57035  -4.06629  0.437
F  0.22807  -2.14914  -2.72238  -0.487
C  0.91331  -2.44453  -5.10741  -1.207
C  0.52943  -2.22090  -6.56306  0.941
C  -0.80784  -2.21868  -6.96577  -0.333
C  -1.13436  -1.97575  -8.29772  -0.470
C  -0.11531  -1.74288  -9.21881  -0.439
C  1.21152  -1.76791  -8.82835  -0.490
C  1.54881  -2.01463  -7.49851  -0.510
H  -0.36100  1.81606  -4.84191  0.288
H  -0.63729  0.40654  -5.88623  0.205
H  1.45974  0.08113  -3.71000  0.011
H  -0.16914  0.43664  -3.12088  -0.076
H  -1.22656  -1.74658  -4.26694  -0.292
H  0.79910  -3.51376  -4.86904  0.230
H  1.97476  -2.21534  -4.93197  0.241
H  -1.60170  -2.40400  -6.25358  0.317
H  -2.16285  -1.94316  -8.64537  0.361
H  -0.39135  -1.56421  -10.25601  0.332
H  2.01681  -1.58662  -9.53663  0.328
H  2.58959  -2.04386  -7.19579  0.316
C  3.57945  2.27275  -2.63561  -0.802
O  2.47842  2.36395  -1.71092  -0.148
P  2.81293  2.88860  -0.18462  0.894
O  3.69977  1.80298  0.33101  -0.620
O  1.25931  2.73857  0.23499  -0.256
C  0.69062  1.42608  0.32408  -0.368
O  3.08389  4.09840  0.90437  -0.457
C  2.59134  3.89929  2.22084  -0.474
H  3.17512  2.29758  -3.64551  0.217
H  4.27354  3.10233  -2.50810  0.407
H  4.10181  1.32894  -2.48707  0.294
H  1.43548  0.65828  0.53028  0.344
H  0.17792  1.18509  -0.60617  0.109
H  -0.03674  1.43203  1.13652  0.157
H  2.75202  2.87351  2.55391  0.280
H  1.53119  4.14842  2.27420  0.141
H  3.14266  4.57694  2.87213  0.295
C  -2.87989  3.70785  1.69994  -0.617
O  -3.85103  3.34507  2.68988  -0.418
P  -3.39059  2.10849  3.73910  1.222
O  -3.32900  1.09116  2.62286  -0.637
O  -4.83620  2.19356  4.47407  -0.339
C  -6.01230  1.98884  3.69534  -0.663
O  -2.78902  1.07367  4.89576  -0.407
C  -3.59351  -0.02474  5.29619  -0.497
H  -3.11592  4.70367  1.32946  0.300
H  -1.87556  3.70561  2.11895  0.216
H  -2.93129  3.00300  0.87123  0.303
H  -5.80968  1.37380  2.81757  0.360
H  -6.42517  2.94813  3.38415  0.243
H  -6.74057  1.47815  4.32514  0.241
H  -4.09307  -0.47971  4.44046  0.344
H  -4.32874  0.28721  6.03821  0.250
H  -2.92627  -0.75509  5.75354  0.124
C  3.48658  -4.23968  4.29434  -0.732
O  2.09907  -3.99305  4.58481  -0.326
P  1.65711  -2.41467  4.81800  1.000
O  2.40933  -2.07343  6.06356  -0.654
O  0.11999  -2.85764  5.07822  -0.286
C  -0.19159  -3.58773  6.25793  -0.687
O  1.24564  -0.94699  4.23414  -0.252
C  0.27585  -0.19692  4.95739  -0.545
H  3.55964  -5.20492  3.79754  0.246
H  3.90067  -3.47499  3.64052  0.322
H  4.05244  -4.27131  5.22497  0.285
H  0.52611  -3.38987  7.05515  0.359
H  -0.21320  -4.65611  6.03956  0.239
H  -1.18207  -3.27615  6.59006  0.217
H  0.43217  -0.27370  6.03431  0.349
H  -0.72665  -0.52857  4.69879  0.221
H  0.38223  0.84423  4.65771  0.227

---

Computed, not measured: a structure of composition C26H31AgAsF6N3O12 at a distorted geometry, with the ωB97M-V functional and the def2-TZVPD basis.

Computed properties:
Orbital gap (eV): 8.84
LUMO level (eV): -0.86
Maximum force (eV/A): 2.20
Calculated total energy (eV): -137643.300
Highest occupied orbital energy (eV): -9.7
Relative energy (zero: lowest compared OMol25 entry of this formula, charge and spin) (kJ/mol): 0.00

Each line ends with the Mulliken charge.
CARTESIAN COORDINATES (ANGSTROEM)
Ag  -0.07790  -0.59032  -0.09993  1.338
As  2.34698  -0.91958  2.93558  2.193
F  1.58388  -0.26287  1.46795  -0.656
F  0.79718  -1.52806  3.48436  -0.490
F  3.12048  -1.58243  4.33604  -0.486
F  3.86759  -0.25858  2.36843  -0.489
F  1.98786  0.59322  3.71261  -0.463
F  2.68165  -2.38212  2.04609  -0.519
C  2.63810  5.15509  3.21789  -0.413
C  2.31779  5.98467  2.16163  -0.568
C  1.76901  5.44699  1.01071  -0.564
C  1.53465  4.07617  0.99073  -0.318
C  1.93270  3.24964  2.03781  0.591
C  2.58237  3.77420  3.13413  -0.919
N  0.90186  3.44392  -0.16723  1.077
O  0.49487  2.31041  -0.01893  -0.433
O  0.67977  4.12503  -1.15501  -0.638
H  3.17671  5.58978  4.05622  0.353
H  2.50548  7.04821  2.22148  0.410
H  1.50272  6.00283  0.12196  0.499
H  1.89869  2.17164  1.93101  0.473
H  3.00293  3.19099  3.93920  0.478
C  0.20150  -4.88219  -5.04287  -0.297
C  -1.18535  -4.88916  -5.05557  -0.681
C  -1.85240  -3.95565  -4.26461  -0.382
C  -1.14912  -2.97554  -3.58721  0.008
C  0.22302  -2.88814  -3.73824  -0.044
C  0.92666  -3.89065  -4.37186  -0.682
N  -1.88806  -1.94516  -2.87941  0.785
O  -1.25725  -1.27319  -2.07101  -0.265
O  -3.06828  -1.78540  -3.09734  -0.572
H  0.80005  -5.66615  -5.49256  0.365
H  -1.72214  -5.66812  -5.57529  0.381
H  -2.91721  -4.09006  -4.12252  0.412
H  0.80639  -2.14273  -3.20572  0.489
H  2.00113  -3.98920  -4.37123  0.413
C  4.60656  3.86078  -1.36879  -0.377
C  4.92918  3.02317  -0.29613  -0.784
C  4.42727  1.73585  -0.29447  -0.272
C  3.53561  1.33572  -1.28661  0.100
C  3.07840  2.24988  -2.20610  -0.088
C  3.69130  3.49216  -2.33566  -0.736
N  2.89013  0.04269  -1.22658  1.202
O  1.75015  -0.12447  -1.65685  -0.577
O  3.58342  -0.86589  -0.81907  -0.558
H  5.21268  4.75928  -1.42928  0.424
H  5.68387  3.29469  0.42646  0.474
H  4.65561  1.08839  0.54518  0.460
H  2.24125  1.99482  -2.84213  0.372
H  3.51395  4.07333  -3.22813  0.420
C  -4.57189  0.80562  -1.46058  -0.603
C  -4.19658  2.06556  -0.66735  -0.377
O  -3.79090  1.82363  0.66756  -0.456
C  -2.67315  1.16024  0.88801  0.740
O  -1.94679  0.76768  0.00873  -0.491
O  -2.51569  1.15954  2.20852  -0.432
C  -1.26042  0.72862  2.74127  0.188
H  -3.67551  0.23848  -1.68665  -0.016
H  -5.09876  1.04696  -2.37890  0.424
H  -5.22590  0.28439  -0.75857  0.137
H  -5.01701  2.78170  -0.70542  0.353
H  -3.40043  2.64784  -1.14711  0.271
H  -0.64325  0.28766  1.96555  -0.492
H  -1.37989  -0.11921  3.41932  0.296
H  -0.82721  1.56354  3.28303  0.334
C  -4.99698  -2.72646  0.79982  -0.920
C  -3.86079  -2.63918  1.80786  -0.344
O  -2.60847  -2.35766  1.14991  -0.201
C  -1.53042  -3.11071  1.28131  0.467
O  -0.44647  -2.69824  0.98419  -0.558
O  -1.78459  -4.34905  1.74518  -0.383
C  -0.68741  -4.93120  2.43525  -0.736
H  -5.95128  -2.85054  1.30818  0.408
H  -4.90095  -3.57967  0.12920  0.313
H  -4.95863  -1.79727  0.23481  0.016
H  -3.74776  -3.52244  2.42844  0.459
H  -4.03822  -1.82561  2.51265  0.274
H  -0.91676  -5.99286  2.55323  0.283
H  -0.58791  -4.59235  3.47057  0.299
H  0.27627  -4.82687  1.94291  0.301

---

Computed, not measured: a structure of composition C23H44NP3RhS at a distorted geometry, with the ωB97M-V functional and the def2-TZVPD basis.

Computed properties:
Net charge: +3
Orbital gap (alpha / beta) (eV): 4.74 / 3.71
LUMO level (alpha / beta) (eV): -9.75 / -10.76
Maximum force (eV/A): 4.37
Calculated total energy (eV): -67730.671
Highest occupied orbital energy (alpha / beta) (eV): -14.5 / -14.5
Relative energy (zero: lowest compared OMol25 entry of this formula, charge and spin) (kJ/mol): 681.47
Multiplicity: 5

Each line ends with the Löwdin spin population.
CARTESIAN COORDINATES (ANGSTROEM)
Rh  1.78032  0.66285  -1.37535  1.799
P  0.13296  1.73781  0.65347  0.121
P  -3.06846  -1.55026  -0.86035  0.078
P  3.31010  1.30143  -0.12030  0.235
H  1.19482  -0.26878  -3.82411  0.038
C  1.86963  -0.41751  -2.97422  0.367
C  1.57646  -1.66236  -2.30687  0.635
H  1.40352  -2.51636  -3.00903  0.043
C  -0.49941  3.28608  -0.13262  0.009
C  -1.35876  1.26117  1.65083  0.033
C  0.94541  2.50333  2.17801  0.010
C  -4.04280  -2.86251  -1.54577  0.015
C  -2.88355  -1.70595  0.92039  0.005
C  -3.39664  0.12237  -1.30462  0.009
C  4.58554  0.54942  -1.16516  0.082
C  3.60838  0.62478  1.53607  0.040
C  3.30852  3.09351  -0.32448  0.062
H  2.85835  -0.35107  -3.46868  0.063
H  1.98263  -1.84855  -1.31835  0.046
H  -0.88933  3.96697  0.64071  0.002
H  -1.29985  3.00547  -0.83636  0.000
H  0.33681  3.75727  -0.67169  0.001
H  -1.66986  2.09422  2.30205  0.005
H  -1.10343  0.45148  2.34896  0.000
H  -2.21774  0.98777  1.02489  0.000
H  0.28654  3.31948  2.52960  0.002
H  1.94003  2.92582  1.96425  0.000
H  0.97922  1.74405  2.98164  0.000
H  -4.80516  -3.20066  -0.80386  0.004
H  -3.48356  -3.78862  -1.82884  0.002
H  -4.61063  -2.57031  -2.43934  0.000
H  -3.56450  -0.95786  1.34187  0.001
H  -1.85546  -1.50500  1.25538  0.001
H  -3.17572  -2.71040  1.25285  0.000
H  -4.44460  0.17753  -1.66445  0.002
H  -2.72781  0.50466  -2.08726  0.001
H  -3.30135  0.75791  -0.40718  0.001
H  5.30607  1.32400  -1.43089  0.008
H  4.08211  0.13465  -2.05904  0.021
H  5.07012  -0.26157  -0.61036  0.005
H  4.40280  1.20784  2.04427  0.009
H  3.91541  -0.42650  1.42800  0.000
H  2.69739  0.62900  2.14699  0.002
H  4.30895  3.43501  -0.58969  0.009
H  2.96779  3.62134  0.56972  0.001
H  2.62623  3.35286  -1.14840  0.015
C  -1.10658  -0.86013  -3.10075  0.018
C  -0.80346  0.44339  -3.51882  0.047
C  -1.24636  0.87311  -4.78344  0.003
C  -1.91009  -0.02430  -5.61811  0.011
C  -2.08112  -1.34862  -5.23840  -0.002
C  -1.53571  -1.78893  -4.03893  0.008
S  -0.94844  -1.66307  -1.43062  0.096
H  -1.54068  -2.89513  -1.58291  0.007
H  -0.08707  1.12259  -3.01385  0.029
H  -1.03654  1.90866  -5.08919  0.000
H  -2.26307  0.32488  -6.58873  0.001
H  -2.63268  -2.03909  -5.85605  0.000
H  -1.48401  -2.84767  -3.74325  0.000
N  0.57148  -2.28837  2.58739  0.000
C  0.48838  -1.62435  3.77125  0.000
C  1.62508  -0.98941  4.32060  0.000
C  1.48112  -0.16584  5.43235  0.000
C  0.24852  -0.03795  6.08482  0.000
C  -0.87302  -0.66557  5.54631  0.000
C  -0.75185  -1.51566  4.44850  0.000
H  1.40564  -2.23421  2.01665  0.000
H  -0.23271  -2.79656  2.22749  0.000
H  2.60349  -1.15990  3.86340  0.000
H  2.33379  0.39749  5.80249  0.000
H  0.15640  0.54716  7.00179  0.000
H  -1.85352  -0.51008  5.96828  0.000
H  -1.60452  -2.09817  4.06907  0.000